1.
ORCA calculation (ωB97M-V with the def2-TZVPD basis set) on a molecular structure, C6H8N4 in a non-equilibrium geometry.

Properties
Charge: +2
Total energy, eV: -12290.6221
Energy relative to the best compared isomer or geometry (same formula, charge and spin), kJ/mol: 46.5
HOMO-LUMO gap (spin up / spin down), eV: 7.69 / 7.06

```
18
C6H8N4 | the Open Molecules 2025 dataset | ωB97M-V with the def2-TZVPD basis set
C 1.18 1.44 0.13
C 1.75 -0.92 0.09
C -0.13 1.06 0.02
C 0.40 -1.20 0.04
C 2.19 0.42 0.08
C -1.92 -0.53 -0.09
N 5.86 -0.61 -0.26
N 4.92 -0.18 0.08
N -0.52 -0.22 -0.03
N 3.39 0.85 -0.21
H 1.45 2.48 0.15
H 2.46 -1.72 0.18
H -0.90 1.82 -0.01
H 0.05 -2.22 0.04
H -2.09 -1.61 -0.03
H -2.46 -0.04 0.72
H -2.36 -0.16 -1.02
H 3.72 1.78 0.07
```

=====

2.
ORCA calculation (ωB97M-V with the def2-TZVPD basis set) on 2 unconnected molecules or ions with the total composition C37H64BFN3O3 in a non-equilibrium geometry.

Properties
Charge: +1
Total energy, eV: -53410.1422
HOMO-LUMO gap, eV: 8.01

```
109
C37H64BFN3O3 | the Open Molecules 2025 dataset | ωB97M-V with the def2-TZVPD basis set
C 3.62 -2.53 2.49
C 4.87 -2.48 1.58
C 4.72 -1.55 0.37
C 6.07 -1.05 -0.13
C 6.02 -0.11 -1.33
C 5.17 -0.63 -2.49
C 5.67 -1.95 -3.07
C 4.95 -2.40 -4.35
C 4.00 -3.59 -4.17
C 3.07 -3.48 -2.95
C 1.63 -3.98 -3.18
C 0.56 -2.89 -3.01
C -0.21 -3.03 -1.69
C -1.54 -2.33 -1.61
C -2.66 -3.11 -1.57
C -3.94 -2.55 -1.48
N -5.04 -3.36 -1.49
C -6.20 -2.81 -1.40
C -7.39 -3.74 -1.40
F -8.46 -3.20 -2.10
C -7.80 -4.16 0.01
C -7.58 -5.66 0.24
C -6.33 -1.38 -1.28
O -7.57 -0.87 -1.12
N -5.31 -0.58 -1.30
C -4.08 -1.16 -1.41
C -2.93 -0.35 -1.45
C -3.12 1.15 -1.40
C -3.60 1.72 -2.72
O -4.41 2.61 -2.78
C -1.68 -0.91 -1.56
B -0.42 0.02 -1.63
O 0.10 0.26 -2.86
C 0.21 0.72 -0.34
C 0.68 -0.37 0.65
H 2.85 -1.85 2.13
H 3.88 -2.30 3.52
H 3.18 -3.53 2.50
H 5.07 -3.49 1.21
H 5.73 -2.17 2.17
H 4.25 -2.14 -0.43
H 4.07 -0.71 0.62
H 6.53 -0.50 0.70
H 6.72 -1.91 -0.32
H 5.63 0.86 -1.02
H 7.04 0.03 -1.70
H 4.14 -0.73 -2.15
H 5.16 0.11 -3.30
H 6.73 -1.79 -3.30
H 5.65 -2.74 -2.31
H 5.70 -2.67 -5.09
H 4.41 -1.55 -4.77
H 4.61 -4.49 -4.10
H 3.40 -3.69 -5.07
H 3.06 -2.44 -2.61
H 3.51 -4.07 -2.14
H 1.44 -4.80 -2.48
H 1.57 -4.43 -4.17
H 1.10 -1.94 -2.98
H -0.12 -2.83 -3.86
H -0.38 -4.09 -1.50
H 0.45 -2.69 -0.88
H -2.60 -4.19 -1.61
H -7.06 -4.62 -1.96
H -7.16 -3.63 0.72
H -8.83 -3.88 0.21
H -7.95 -5.96 1.22
H -8.08 -6.24 -0.53
H -6.51 -5.88 0.20
H -7.51 -0.13 -0.50
H -2.19 1.64 -1.09
H -3.89 1.40 -0.68
H -3.17 1.30 -3.64
H 0.97 0.69 -2.83
H -0.52 1.39 0.12
H 1.06 1.33 -0.68
H 0.95 0.04 1.63
H -0.13 -1.09 0.75
H 1.52 -0.88 0.18
C 0.40 6.64 5.69
C -0.27 7.29 4.48
C -1.27 6.46 3.69
N -0.79 5.19 3.00
C -0.85 4.04 3.97
C -0.20 2.77 3.43
C 1.21 3.03 2.94
C 1.19 4.10 1.87
C 0.59 5.39 2.41
C -1.76 4.92 1.89
H 1.09 5.83 5.42
H 1.00 7.38 6.22
H -0.33 6.25 6.39
H 0.49 7.70 3.80
H -0.84 8.15 4.83
H -1.69 7.08 2.90
H -2.10 6.14 4.33
H -0.35 4.36 4.89
H -1.90 3.88 4.20
H -0.20 2.02 4.23
H -0.81 2.35 2.62
H 1.64 2.11 2.55
H 1.84 3.35 3.78
H 0.64 3.75 1.00
H 2.20 4.31 1.53
H 0.48 6.15 1.63
H 1.23 5.78 3.19
H -1.71 5.74 1.18
H -2.76 4.85 2.32
H -1.50 3.99 1.40
```